# 1
# C19H25FN2O6S

A structure of composition C19H25FN2O6S at a distorted geometry (ωB97M-V/def2-TZVPD, the Open Molecules 2025 dataset).

The calculation puts the LUMO energy at 0.29 eV. Its energy above the lowest of the compared OMol25 structures with the same formula, charge and spin is 424.1 kcal/mol. As for the HOMO-LUMO gap: 9.5 eV.

```
! RIJCOSX wB97M-V def2-TZVPD def2/J DEFGRID3
* xyz 0 1
C -0.55416 -0.58645 1.75251
H -1.05458 -1.49432 1.55940
H -1.03418 0.23996 2.18352
C 0.73554 -0.92591 2.39740
H 1.19147 -0.13793 2.55849
H 0.37808 -1.50742 3.39951
C 1.55240 -1.92193 1.80313
N 2.09954 -1.18291 0.26407
C 2.18063 -1.86241 -0.87082
O 2.91089 -1.52593 -1.73468
C 1.51313 -3.07166 -0.87067
H 1.64577 -3.49918 -2.02226
H 2.04549 -4.17123 -0.31487
O 0.18783 -3.22230 -0.59351
C -0.58032 -2.35720 -1.30069
O -0.19989 -1.41436 -1.61889
C -2.02114 -2.75796 -0.93444
N -2.80083 -1.39452 -0.89594
C -3.49567 -0.91213 -0.02524
O -3.97859 -1.77924 0.99536
C -4.16987 0.37618 -0.06356
C -3.48717 1.59230 -0.16258
C -3.89161 2.89222 -0.20909
C -5.26007 3.00910 0.31217
C -5.97098 2.03685 0.25858
C -5.34822 0.61670 0.44476
H -6.00145 -0.45146 0.74801
H -6.95081 2.17011 0.79327
H -5.68973 3.91875 0.28901
H -3.22190 3.57174 -0.46433
F -2.06659 1.46396 -0.74749
H -2.41636 -0.65783 -1.71604
H -2.22789 -3.08446 -0.03164
H -2.41531 -3.35285 -1.84361
C 2.68777 0.05966 0.44506
C 2.16139 1.30489 -0.51762
H 1.11661 1.37462 -0.51762
H 2.23639 0.79044 -1.31483
S 3.16835 2.58319 -0.22601
O 3.33203 3.43336 -1.33203
O 2.75010 3.17254 1.05902
C 4.53320 1.67662 0.53007
C 4.14355 0.11098 0.22202
H 4.38980 -0.37697 -0.77922
H 4.65736 -0.41117 0.84591
H 5.65321 1.79557 -0.37618
H 4.96612 1.80910 1.35187
H 2.67299 0.38216 1.47804
H 1.11359 -2.60572 1.27576
C 2.70842 -2.12428 2.55818
H 2.52740 -2.72833 3.31048
H 3.57117 -2.74366 1.88488
H 3.53937 -1.24764 2.78644
H -0.32078 -0.27293 0.77868
*
```

Löwdin population analysis, charges in e, atoms 1 to 5:
1 C -0.042
2 H 0.073
3 H 0.089
4 C -0.220
5 H 0.028

# 2
# C19H25N3O3

An isolated molecule of C19H25N3O3 (ωB97M-V/def2-TZVPD, the Open Molecules 2025 dataset).

Its SMILES is CCCC(=O)Nc1ccc(C(=O)N/N=C2\CC(=O)CC(C)(C)C2)cc1. The calculation puts the LUMO energy at 0.48 eV. Its energy above the lowest of the compared OMol25 structures with the same formula, charge and spin is 54.9 kcal/mol. As for the HOMO-LUMO gap: 9.2 eV.

```
! RIJCOSX wB97M-V def2-TZVPD def2/J DEFGRID3
* xyz 0 1
C 7.75218 1.19974 -0.92932
C 7.69046 0.53551 0.44042
C 7.20336 -0.91516 0.34421
C 5.79930 -1.00576 -0.22970
O 5.55907 -1.45731 -1.32465
N 4.85343 -0.51614 0.62958
C 3.47625 -0.40393 0.45348
C 2.73382 0.19076 1.47516
C 1.36930 0.32925 1.35375
C 0.70941 -0.10932 0.20732
C -0.76450 0.06423 0.15440
O -1.44710 0.18874 1.15947
N -1.28207 0.09789 -1.10711
N -2.58234 0.38463 -1.45048
C -3.57395 -0.20227 -0.92117
C -3.54759 -1.33382 0.06310
C -4.92303 -1.85072 0.37967
O -5.18955 -3.02771 0.39086
C -5.94698 -0.78983 0.71418
C -5.77365 0.53538 -0.05570
C -7.14820 1.06720 -0.46752
C -5.07012 1.58527 0.80841
C -4.93649 0.26414 -1.31818
C 1.45061 -0.71896 -0.80211
C 2.81817 -0.86732 -0.68442
H 6.76927 1.21231 -1.39452
H 8.10611 2.22414 -0.84026
H 8.42872 0.65621 -1.58411
H 8.68481 0.53936 0.89228
H 7.03062 1.11264 1.09375
H 7.86490 -1.47580 -0.31708
H 7.22081 -1.38200 1.33191
H 5.18905 -0.16715 1.51723
H 3.23452 0.54176 2.36695
H 0.78701 0.78174 2.14192
H -0.65140 0.31380 -1.86782
H -3.08360 -0.98298 0.99508
H -2.91387 -2.14432 -0.31252
H -5.87268 -0.60956 1.78991
H -6.93442 -1.21946 0.53165
H -7.04756 2.01475 -0.99187
H -7.77028 1.22712 0.41033
H -7.65443 0.36448 -1.12589
H -4.09753 1.23851 1.14729
H -5.67479 1.82403 1.68094
H -4.91951 2.49953 0.23829
H -4.85013 1.16144 -1.92990
H -5.42232 -0.51788 -1.90901
H 0.96262 -1.11331 -1.68139
H 3.38428 -1.34382 -1.46680
*
```

Löwdin population analysis, charges in e, atoms 1 to 5:
1 C -0.098
2 C -0.255
3 C -0.124
4 C -0.478
5 O 0.081